# 1
C31H43CeGeN7 | the ωB97M-V functional and the def2-TZVPD basis

Geometry as XYZ:
```
83
Properties=species:S:1:pos:R:3:forces:R:3
Ce 0.604 0.414 -1.672 -1.87 -0.28 2.69
Ge -1.094 1.154 1.992 0.24 -0.59 0.72
N -0.016 -1.690 -2.783 -0.73 -0.60 -0.62
N -1.294 -3.748 -3.330 -0.33 0.33 -0.28
N 4.363 0.800 -0.836 -1.80 0.32 0.30
N 4.829 -1.302 -1.246 0.34 0.49 -0.98
N 2.651 -0.552 -1.851 -0.41 1.00 1.11
N 0.022 2.099 -3.692 -1.26 0.63 1.14
N -2.342 -1.942 -2.631 0.13 0.52 -0.15
C -1.110 -2.444 -2.994 -1.05 0.34 1.57
C -0.455 -4.725 -3.994 0.85 0.69 -0.96
C -3.429 -0.094 3.170 -2.00 -1.27 0.17
C -0.865 1.264 4.827 -1.03 1.49 0.18
C -2.546 5.076 2.293 -0.68 0.19 -0.53
C -0.284 0.657 3.727 0.19 0.01 -1.03
C -1.382 5.850 2.148 -0.53 -0.66 0.83
C 5.778 0.714 -0.544 0.49 2.38 0.98
C 3.635 2.014 -0.444 1.25 0.83 -0.84
C 0.672 0.173 6.296 -0.70 -0.33 0.79
C -5.653 -0.093 2.184 -0.02 -0.51 0.42
C -5.122 0.519 1.056 0.12 0.26 0.05
C 4.733 -2.728 -1.597 -2.01 0.91 -0.56
C 3.875 -0.343 -1.395 1.51 -1.02 1.42
C -2.479 3.679 2.140 0.26 0.52 0.42
C -0.077 0.377 0.493 0.81 0.70 -1.80
C 1.183 -0.514 5.215 0.91 -0.25 -0.67
C 0.743 -0.261 3.907 -0.48 0.08 1.01
C -0.080 3.856 2.061 -1.39 -0.70 -0.34
C 1.277 -2.295 -3.123 -0.08 -0.02 -0.56
C -2.718 -4.119 -3.253 0.53 -1.15 0.12
C -4.798 -0.463 3.211 0.83 0.85 0.02
C 2.348 -1.210 -3.102 1.91 -0.67 -0.95
C -0.467 0.969 6.118 1.10 0.52 1.13
C -2.625 -0.603 -2.159 1.63 0.70 -0.72
C -3.783 0.885 1.052 -0.58 0.09 -0.22
C -2.916 0.579 2.112 -0.24 0.31 -1.58
C -3.365 -2.966 -2.585 0.26 -1.09 3.21
C 6.125 -0.690 -0.888 1.43 -2.37 0.06
C -1.237 3.057 1.978 0.17 1.36 0.31
C -0.142 5.233 2.128 0.56 -0.29 -0.80
H 1.188 -0.775 3.070 0.09 -0.19 -0.07
H 0.811 5.758 2.031 -0.48 0.28 0.35
H 0.169 -4.255 -4.776 -0.38 -0.32 0.34
H 0.198 -5.221 -3.300 0.21 -0.40 0.31
H 3.277 -1.615 -3.515 -0.20 -0.23 -0.02
H 3.927 2.426 0.539 0.41 -0.64 -0.36
H 2.581 1.915 -0.304 -0.96 -0.56 -0.22
H -4.339 -2.794 -2.953 -0.81 1.09 -0.91
H 3.859 2.819 -1.181 -0.34 -0.37 0.42
H 6.577 -1.308 -0.069 -0.42 0.72 -0.46
H 3.888 -3.174 -1.037 0.20 0.29 -0.32
H 1.981 -1.240 5.354 0.01 0.20 0.07
H -1.428 6.913 2.195 -0.17 0.64 -0.02
H -3.485 1.546 0.246 0.41 -0.17 -0.22
H -1.580 2.112 4.634 0.39 -1.14 0.41
H -1.976 -0.151 -1.384 -0.23 -1.13 0.65
H -2.839 -0.427 3.980 0.77 -0.11 0.78
H -3.570 -3.279 -1.497 0.42 0.73 -1.18
H 6.892 -0.725 -1.719 -1.07 -0.10 0.62
H 0.828 3.313 2.074 1.18 -0.10 -0.03
H -3.367 3.060 2.249 0.04 0.35 -0.15
H 0.762 0.023 1.126 0.34 -0.40 -0.56
H 0.785 2.051 -4.330 0.83 0.61 -0.51
H -3.146 -4.381 -4.207 0.14 0.31 -0.75
H -1.089 -5.449 -4.506 0.03 0.05 0.21
H 6.283 1.380 -1.279 -0.05 -0.10 0.82
H 1.091 0.078 7.323 -0.34 -0.21 -0.99
H -3.551 5.557 2.456 1.30 -0.48 -0.23
H -0.196 3.087 -3.384 0.49 -1.40 -0.89
H -0.850 1.420 7.060 -0.13 -0.05 -1.17
H -3.638 -0.496 -1.833 -0.49 -0.11 0.19
H 5.597 -3.222 -1.204 0.70 -0.26 -0.47
H -5.775 0.746 0.216 0.15 0.18 0.16
H -5.127 -0.953 4.113 -0.36 -0.12 -0.02
H -2.428 0.095 -2.967 -0.54 0.22 -0.67
H -2.831 -5.035 -2.668 0.21 0.08 0.09
H 5.989 1.111 0.529 -0.23 -1.00 -1.79
H -0.762 1.752 -4.248 -0.09 0.29 0.27
H 1.246 -2.681 -4.182 0.32 0.21 1.18
H 2.185 -0.401 -3.820 -0.75 -0.08 -0.47
H -6.723 -0.253 2.268 0.14 -0.22 -0.09
H 4.493 -2.815 -2.700 0.98 -0.51 1.31
H 1.538 -3.096 -2.389 -0.05 0.40 -0.67
```
Forces are in eV/Å.

For the orbital gap (alpha / beta), the calculation gives 6.53 / 6.53 eV. The max |F| comes out at 3.4 eV/Å. Its net charge is +2. Its electronic energy is -4141.732329 Ha.

---

# 2
C3H4O3S | the ωB97M-V functional and the def2-TZVPD basis

Geometry as XYZ:
```
11
Properties=species:S:1:pos:R:3:forces:R:3
S -1.496 -2.281 0.070 -1.58 0.65 1.69
O 1.339 0.946 1.219 -3.31 0.62 -0.89
O 1.087 -1.278 -1.499 -2.15 1.23 2.35
O -1.547 0.530 0.144 3.34 -7.06 -0.52
C 1.076 0.936 -0.275 -0.55 2.97 -1.00
C -0.892 -0.639 -0.052 -3.84 4.85 0.17
C 0.507 -0.548 -0.699 2.29 2.53 -1.20
H 0.400 1.178 1.731 3.57 -0.85 -2.45
H -2.672 -2.119 0.958 2.04 0.16 -1.70
H 2.144 1.328 -1.121 -3.28 -1.57 3.31
H 0.054 1.947 -0.476 3.47 -3.52 0.25
```
Forces are in eV/Å.

For the orbital gap, the calculation gives 8.39 eV. The max |F| comes out at 7.8 eV/Å. Its net charge is 0. Its electronic energy is -740.436314 Ha.

---

# 3
CH4AlN2O9P2 | the ωB97M-V functional and the def2-TZVPD basis

Geometry as XYZ:
```
19
Properties=species:S:1:pos:R:3:forces:R:3
P 2.722 -0.305 -0.031 -1.32 -2.33 0.95
P -0.625 2.171 -2.995 -0.29 -1.51 -1.03
Al -0.146 -1.258 -2.002 1.42 0.58 1.31
O -0.612 2.810 -4.489 -0.15 -1.33 3.12
O 3.470 0.697 -0.945 0.46 0.76 -0.19
O -1.482 -1.581 0.508 -0.61 -0.46 -0.74
O 0.765 1.513 -2.814 -0.51 0.57 -0.77
O -0.556 3.201 -1.840 -0.27 0.41 -0.48
O -1.675 1.067 -2.696 1.13 1.68 -0.96
O 3.426 -0.516 1.323 -0.32 0.09 -1.49
O 1.342 0.386 0.142 -0.37 0.64 -0.19
O 2.379 -1.604 -0.852 -0.10 0.50 0.14
N -1.910 -1.754 2.705 -2.99 -2.88 2.53
N -0.603 -0.193 2.012 1.14 2.52 -0.08
C -1.373 -1.171 1.658 1.10 0.05 -1.18
H -1.920 -1.338 3.625 0.05 -0.06 -0.44
H -0.048 0.145 1.239 1.29 0.86 -0.19
H -0.520 0.157 2.956 0.20 -0.19 -0.54
H -2.634 -2.427 2.498 0.13 0.10 0.23
```
Forces are in eV/Å.

For the orbital gap (alpha / beta), the calculation gives 6.08 / 4.44 eV. The max |F| comes out at 4.9 eV/Å. Its net charge is -2. Its electronic energy is -1752.422810 Ha. Its multiplicity is 2.

---

# 4
C19H44FeN2O7PS | the ωB97M-V functional and the def2-TZVPD basis

Geometry as XYZ:
```
75
Properties=species:S:1:pos:R:3:forces:R:3
Fe -0.790 0.363 0.290 0.06 0.16 0.18
S -2.199 0.925 -1.661 0.00 -0.04 -0.14
P -1.242 1.452 2.668 0.09 0.02 0.15
O 1.012 -1.112 0.159 -0.09 0.00 0.12
O -0.303 0.296 2.414 0.04 -0.15 -0.07
O -1.596 -1.781 0.204 -0.09 0.09 -0.01
O -0.355 2.712 3.035 0.04 -0.07 -0.01
O 1.125 1.421 -0.077 -0.11 -0.03 0.10
O -2.219 1.223 3.876 -0.19 -0.05 -0.13
O -2.062 1.684 1.408 0.17 0.02 -0.11
N -2.970 3.501 -1.869 0.22 0.13 0.06
N -4.458 2.123 -0.843 -0.01 -0.03 0.08
C -2.167 4.231 3.727 0.00 -0.02 0.00
C 0.619 -2.368 0.708 -0.01 -0.03 0.02
C -2.865 -2.146 -0.340 0.00 -0.08 -0.01
C -5.618 2.858 -1.340 -0.12 -0.06 -0.03
C -3.246 2.279 -1.392 -0.16 -0.12 -0.16
C -0.788 4.105 3.098 -0.01 0.03 0.08
C -0.615 0.755 5.660 0.02 -0.02 0.00
C -1.976 0.416 5.075 0.02 0.04 0.08
C -0.613 -2.781 -0.041 0.05 0.00 0.04
C -3.545 4.707 -1.279 0.11 0.06 0.05
C -2.083 -1.051 4.696 0.01 -0.02 0.00
C 2.082 -0.503 0.887 0.02 0.03 -0.08
C -4.799 1.001 0.016 0.00 -0.02 -0.04
C 2.376 0.774 0.149 0.04 -0.01 -0.02
C -3.092 0.821 6.022 0.02 -0.03 -0.02
C 1.280 2.715 -0.636 0.04 0.07 -0.06
C -1.937 3.764 -2.858 -0.01 -0.08 -0.03
C 0.263 4.783 3.959 -0.04 0.03 0.00
C -0.780 4.666 1.685 0.01 0.04 -0.01
H -2.994 1.867 6.309 0.00 0.02 0.00
H -1.044 4.168 -2.383 0.09 0.02 0.02
H -1.684 2.857 -3.397 -0.01 0.01 0.03
H -1.931 -1.668 5.582 -0.01 -0.01 0.01
H 1.694 3.398 0.108 0.02 -0.02 -0.02
H 0.398 -2.243 1.773 0.00 -0.01 -0.01
H -3.975 4.479 -0.308 0.03 0.03 -0.03
H -6.010 3.558 -0.601 -0.01 -0.01 -0.02
H 3.036 1.412 0.745 -0.06 0.02 -0.03
H -3.073 -1.264 4.292 -0.02 0.00 -0.01
H 0.187 0.519 4.960 -0.01 -0.02 0.00
H -2.444 5.285 3.762 0.01 0.00 0.02
H -0.460 0.174 6.569 0.01 0.01 0.02
H -5.567 1.338 0.712 0.00 -0.02 0.00
H 2.842 0.579 -0.823 0.01 -0.01 0.04
H 1.418 -3.105 0.581 -0.01 0.05 -0.02
H -0.559 1.814 5.912 0.00 0.02 0.00
H 1.938 2.674 -1.508 -0.03 0.00 0.00
H -1.388 4.042 1.032 -0.07 -0.01 -0.04
H -1.182 5.680 1.692 0.01 0.02 -0.02
H -2.170 3.838 4.743 0.00 -0.01 0.00
H -6.397 2.132 -1.576 -0.01 -0.01 0.02
H 0.060 5.852 4.026 0.00 0.01 0.00
H -4.061 0.681 5.545 -0.01 -0.02 0.00
H 0.295 3.047 -0.938 -0.12 0.08 -0.02
H 1.747 -0.296 1.903 0.04 -0.03 0.00
H -2.318 4.509 -3.557 0.00 0.00 -0.03
H -0.411 -2.842 -1.116 0.00 -0.03 0.02
H -1.332 -1.311 3.952 0.01 0.00 0.01
H 1.254 4.643 3.529 0.02 -0.01 -0.02
H 0.261 4.364 4.965 -0.01 -0.01 0.02
H -2.815 -2.211 -1.429 0.00 0.00 0.00
H -3.055 0.208 6.923 0.00 0.00 0.02
H -3.575 -1.379 -0.059 -0.01 0.01 0.00
H -0.967 -3.754 0.311 -0.01 0.05 0.02
H -4.303 5.158 -1.922 0.05 0.04 0.04
H -5.196 0.169 -0.573 0.01 0.01 0.00
H 0.238 4.706 1.297 0.00 -0.01 0.00
H 2.959 -1.156 0.901 -0.02 0.01 -0.07
H -2.739 5.426 -1.140 0.04 0.02 0.01
H -5.366 3.393 -2.251 -0.08 -0.10 0.03
H -3.173 -3.108 0.077 0.00 0.01 0.00
H -2.922 3.695 3.151 -0.01 0.02 -0.03
H -3.931 0.697 0.586 0.04 0.01 0.03
```
Forces are in eV/Å.

For the orbital gap (alpha / beta), the calculation gives 9.65 / 9.28 eV. The max |F| comes out at 0.3 eV/Å. Its net charge is +1. Its electronic energy is -3389.769227 Ha. Its multiplicity is 5.

---

# 5
C2H3N5O | the ωB97M-V functional and the def2-TZVPD basis

Geometry as XYZ:
```
11
Properties=species:S:1:pos:R:3:forces:R:3
O -0.340 -1.336 0.974 -2.84 -5.43 -0.61
N -1.237 -0.787 -1.066 -0.52 -4.38 1.28
N -1.215 -1.645 -0.128 0.00 3.94 -2.69
N 0.439 0.505 -0.147 1.16 -1.40 3.89
N -0.244 0.861 -2.336 -0.21 2.44 -1.26
N 0.707 0.091 2.222 0.81 1.54 -0.54
C -0.290 0.227 -1.266 0.99 1.21 1.68
C 0.311 -0.274 1.087 1.02 4.44 -0.63
H 1.309 1.005 -0.043 -0.21 0.62 -0.97
H 0.319 -0.473 2.964 0.25 -0.45 -0.01
H 0.242 1.826 -2.259 -0.45 -2.52 -0.12
```
Forces are in eV/Å.

For the orbital gap, the calculation gives 8.96 eV. Its SMILES is [H]/N=c1/[nH]/c(=N\[H])nno1. The max |F| comes out at 6.2 eV/Å. Its net charge is 0. Its electronic energy is -426.910672 Ha.

---

# 6
C8H9BrO2 | the ωB97M-V functional and the def2-TZVPD basis

Geometry as XYZ:
```
20
Properties=species:S:1:pos:R:3:forces:R:3
Br -0.440 -2.774 0.080 -0.13 -0.35 -0.15
O 1.835 -1.152 1.181 1.38 0.38 1.39
O -0.868 -0.605 1.743 -1.03 0.72 1.23
C 0.339 2.088 -2.233 0.09 0.11 -0.25
C -0.282 -0.968 0.642 -0.83 0.26 -2.83
C -0.442 2.322 -1.114 -0.06 -0.14 0.30
C -0.658 1.315 -0.193 -0.01 0.55 -0.04
C 0.645 -0.194 -1.545 0.31 0.03 -0.31
C -0.108 0.047 -0.395 -0.23 -1.12 1.26
C 0.876 0.827 -2.446 0.01 -0.05 0.01
C -0.993 -1.499 2.830 0.12 -0.18 0.30
H 0.529 2.884 -2.936 0.01 0.06 -0.09
H 1.071 -1.170 -1.721 -0.04 -0.13 -0.05
H -1.264 1.494 0.679 -0.04 0.03 0.12
H 0.001 -1.792 3.180 -0.09 -0.07 0.01
H -1.570 -2.384 2.546 0.10 0.14 0.06
H -0.879 3.293 -0.948 -0.06 0.14 -0.01
H 2.240 -1.427 0.360 0.40 -0.26 -0.80
H 1.485 0.642 -3.318 0.05 -0.04 -0.11
H -1.516 -0.946 3.609 0.06 -0.06 -0.06
```
Forces are in eV/Å.

For the orbital gap (alpha / beta), the calculation gives 6.76 / 7.08 eV. The max |F| comes out at 3.0 eV/Å. Its net charge is 0. Its electronic energy is -3034.560428 Ha. Its multiplicity is 3.

---

# 7
C5H10O | the ωB97M-V functional and the def2-TZVPD basis

Geometry as XYZ:
```
16
Properties=species:S:1:pos:R:3:forces:R:3
O -0.242 2.713 0.087 0.07 0.13 0.22
C -0.352 0.275 -0.164 -0.05 0.13 -0.09
C 0.389 1.565 -0.456 0.15 -0.33 -0.20
C -0.177 -1.823 0.294 -0.01 -0.17 0.04
C 0.134 -0.961 -0.947 0.05 -0.03 -0.19
C -0.139 -0.531 1.143 0.00 0.07 0.17
H -0.880 -0.425 1.941 0.12 0.01 -0.13
H 1.434 1.478 -0.117 -0.17 0.04 -0.03
H -1.423 0.444 -0.328 0.13 -0.03 -0.01
H 0.860 -0.361 1.564 -0.13 0.01 -0.09
H -0.363 -1.193 -1.894 0.07 -0.01 0.15
H -1.186 -2.245 0.247 0.14 0.08 0.02
H 1.215 -0.902 -1.124 -0.15 -0.02 0.02
H 0.273 3.024 0.835 -0.10 -0.01 0.00
H 0.526 -2.623 0.545 -0.12 0.13 -0.02
H 0.419 1.694 -1.547 0.00 0.01 0.13
```
Forces are in eV/Å.

For the orbital gap, the calculation gives 10.98 eV. Its SMILES is OCC1CCC1. The max |F| comes out at 0.4 eV/Å. Its net charge is 0. Its electronic energy is -271.712163 Ha.

---

# 8
C19H51ClINO11PS2 | the ωB97M-V functional and the def2-TZVPD basis

Geometry as XYZ:
```
87
Properties=species:S:1:pos:R:3:forces:R:3
I -3.628 -1.882 2.238 0.47 -0.36 -0.87
Cl -0.505 -4.987 -0.121 -0.80 1.57 -0.08
S 1.863 1.528 3.782 -0.80 8.34 2.13
S -1.786 -1.523 -3.026 0.17 -1.24 0.29
P -0.582 2.233 -0.101 -0.01 1.57 0.94
O 0.560 -0.091 -2.288 0.47 -1.42 1.95
O -2.664 5.878 -1.949 -0.42 0.18 -0.43
O 2.674 2.347 4.847 -1.98 -4.28 -3.94
O 2.830 1.147 2.408 -2.17 0.72 1.14
O 3.544 0.156 -1.280 0.73 -2.46 -1.01
O -7.665 -3.869 -1.830 0.17 -0.44 -0.17
O 7.485 2.897 0.068 0.18 0.64 0.10
O 3.011 4.941 -1.489 -0.37 -0.06 -0.27
O 5.034 4.926 0.030 1.02 0.30 0.50
O -5.379 -2.753 -3.415 0.23 0.37 -0.30
O 0.715 2.494 3.310 3.50 -4.67 0.73
N -1.849 -2.427 -0.307 -0.39 0.56 -1.31
C -1.421 -0.192 1.079 0.39 1.58 -1.68
C 5.329 0.641 0.419 -0.59 -1.01 -0.32
C 1.669 -0.895 -2.783 1.60 0.14 -1.40
C -0.542 -1.839 3.578 2.29 0.51 -0.06
C 1.045 -1.325 3.736 0.61 0.26 -0.14
C -1.713 -1.827 1.049 1.17 2.41 4.23
C -1.168 0.462 -0.441 0.07 -1.66 0.14
C -1.946 -3.900 -0.503 -2.58 -3.66 -2.04
C -0.045 -0.579 -1.050 -1.48 0.42 0.37
C 2.943 -1.090 -1.779 -0.46 -1.19 -0.11
C -0.642 -2.490 2.084 -0.44 -2.62 -0.34
C 0.594 2.959 -1.398 0.38 -0.26 -1.57
C -0.871 -1.940 -1.391 2.66 0.76 -2.42
C 5.003 -0.039 -1.071 1.23 1.26 1.77
C -4.708 -4.096 -0.538 -0.10 -0.06 -0.73
C -2.198 3.308 -0.281 0.10 -0.11 -0.80
C -3.128 3.307 1.065 0.18 0.53 -0.31
C 1.179 0.021 4.668 -0.68 -1.89 0.84
C -3.283 -4.666 0.071 -0.62 -0.94 0.28
H 1.524 -1.098 2.667 -1.11 -0.46 2.34
H -3.294 -4.773 1.260 0.11 0.56 -2.69
H -5.765 -2.290 -4.173 -0.04 -0.19 0.22
H 5.864 4.471 0.241 -0.21 -0.23 0.08
H -0.437 0.105 1.654 -1.92 -0.99 -0.93
H 3.748 -1.735 -2.379 -1.83 1.38 1.21
H 1.727 -2.150 4.235 -1.52 1.57 -1.13
H 1.825 -0.187 5.643 -1.04 0.79 -2.40
H 0.180 2.688 -2.467 1.23 0.51 1.88
H -3.615 5.810 -1.775 0.31 0.04 -0.01
H 2.091 -0.337 -3.751 -1.18 -0.99 2.21
H 3.153 4.995 -0.532 0.12 -0.12 -0.53
H -2.617 6.205 -2.860 0.06 -0.05 0.31
H 3.840 4.573 -1.828 -0.34 0.27 0.36
H 0.694 4.131 -1.365 -0.42 -2.43 0.34
H -2.187 0.483 -1.009 1.77 -0.35 0.57
H -6.806 -3.707 -2.248 -0.22 0.18 -0.04
H -0.092 -2.747 -1.719 -1.69 1.15 1.26
H -2.783 -2.048 -0.671 1.08 -0.72 0.52
H -2.736 2.884 -1.241 0.66 1.04 1.87
H 1.297 -1.950 -3.192 0.82 1.96 1.09
H 2.564 -1.758 -0.868 0.97 1.28 -1.63
H -2.069 -4.038 -1.689 0.36 0.62 2.72
H -1.810 4.402 -0.552 -0.96 -2.51 0.72
H 5.652 0.532 -1.886 -1.64 -1.36 1.45
H -2.284 0.445 1.537 1.62 -1.53 -0.71
H 5.226 5.858 0.212 -0.14 -0.22 -0.09
H 7.832 3.603 -0.498 0.05 -0.30 0.04
H -3.627 2.262 1.299 1.12 2.06 -0.50
H 8.007 2.969 0.881 -0.12 -0.08 -0.19
H -4.750 -4.214 -1.725 0.38 0.11 2.65
H 6.489 0.758 0.582 -2.51 -0.18 -0.39
H -5.632 -4.712 -0.132 2.11 1.34 -0.65
H -2.425 3.644 1.961 -1.74 -0.77 -1.80
H -0.666 -2.678 4.401 -0.25 1.91 -1.83
H -4.909 -2.962 -0.326 0.38 -2.14 -0.19
H -1.412 -2.536 -3.959 -0.23 0.92 1.64
H -3.203 -5.791 -0.322 0.11 2.58 0.77
H 4.757 1.671 0.531 1.42 -2.16 -0.30
H 4.887 -0.139 1.205 0.99 1.90 -1.54
H 5.324 -1.163 -0.976 -0.83 2.11 -0.51
H 0.693 -0.813 -0.174 -0.96 0.54 -1.80
H -4.015 4.088 0.907 1.98 -1.69 0.51
H 2.477 1.721 1.641 0.30 -0.96 1.65
H -1.183 -0.881 3.767 0.87 -2.14 -0.46
H 0.425 -2.622 1.565 -2.26 0.58 1.12
H -7.925 -4.742 -2.159 -0.03 0.32 0.14
H -4.552 -2.277 -3.246 -0.17 -0.14 0.00
H -1.015 -3.610 2.275 0.88 2.35 -0.61
H 0.099 0.309 5.069 2.40 0.00 -1.12
H 1.683 2.515 -1.202 -2.48 0.89 -0.70
```
Forces are in eV/Å.

For the orbital gap, the calculation gives 6.53 eV. The max |F| comes out at 8.6 eV/Å. Its net charge is +1. Its electronic energy is -3531.855954 Ha.

---

Which of these has the highest net charge?
C31H43CeGeN7

---

What is the formula in the third record?
CH4AlN2O9P2